Formula: C31H32N9OS2W
Source: the Open Molecules 2025 dataset
Level of theory: wB97M-V/def2-TZVPD

Computed properties:
Total charge: +3
Total energy in eV: -71595.3496
M in g mol⁻¹: 794.633
Frontier orbital gap (alpha / beta) in eV: 6.07 / 6.01

Cartesian coordinates (Å):
W -0.18462 -0.23591 -0.62287
S 0.02886 -0.04119 -2.97338
S -0.51358 -3.17476 -2.24076
O 0.21857 -2.23060 -1.23650
N -2.19726 -0.84658 -0.17209
N 1.32995 -0.29365 2.42676
N 4.16484 -0.15991 -0.44411
N -0.65877 1.77245 -1.00693
N -0.07176 -0.21555 2.11822
N -0.78107 2.37827 -2.22372
N 1.89513 -0.22777 0.08989
N -0.51907 2.09562 -4.47719
N -0.35188 0.78575 1.13517
C -2.98512 -1.99701 1.75967
C -0.35342 5.04125 0.20771
C 0.82660 -4.13055 -2.95669
C 2.89867 -0.14787 -0.77714
C 4.58563 -0.30282 0.88182
C -1.22682 0.84318 4.07905
C -2.48086 4.39594 -0.73870
C 5.32020 -0.60341 3.51592
C 5.93641 -0.34797 1.19863
C 2.19312 -0.30559 1.45740
C 3.59334 -0.39828 1.85840
C -2.15503 -5.34489 -2.07658
C -4.50909 -1.25631 0.05045
C -0.75045 -0.20390 3.42392
C 3.98193 -0.55083 3.19356
C -1.96329 -1.44788 1.01930
C -4.28275 -1.89971 1.25759
C -1.25440 2.24476 3.71504
C -0.48690 -1.37210 1.24071
C 6.29702 -0.49909 2.52173
C -1.24920 4.04940 -0.18890
C -3.43648 -0.72889 -0.65198
C -0.73998 2.05228 1.29250
C -0.46951 1.63447 -3.22967
C -2.81454 5.73181 -0.88472
C -1.91843 6.72057 -0.49915
C -1.03377 2.77433 2.50444
C -1.28869 -4.43061 -1.21329
C 1.82294 -3.23109 -3.66867
C -0.89334 2.63264 0.01500
C -0.68799 6.37619 0.04274
H 4.86269 -0.07335 -1.17285
H -2.78537 -2.48986 2.70125
H -0.80452 3.05067 -4.63526
H 0.00933 7.14782 0.33894
H -3.17566 3.62457 -1.04677
H -0.29594 1.51950 -5.26992
H -0.72591 -1.20229 3.83743
H 1.27835 -4.72096 -2.15842
H -2.93329 -4.78785 -2.59672
H -1.88878 -3.87428 -0.49071
H 2.31367 -2.56177 -2.96222
H 0.05131 -2.27655 1.50351
H -1.15529 3.83955 2.36653
H 2.66282 -0.05993 -1.82913
H -1.52945 2.92318 4.51217
H -1.63136 0.60241 5.05563
H -2.63628 -6.08266 -1.43687
H 5.61962 -0.72323 4.54771
H 2.58976 -3.84977 -4.13187
H -1.56465 -5.89369 -2.80862
H -5.50890 -1.16066 -0.34890
H 1.34603 -2.64505 -4.45374
H -2.18181 7.76249 -0.61953
H -0.50313 -4.96897 -0.68136
H -3.55617 -0.22164 -1.60045
H 0.60647 4.76985 0.63213
H -3.77505 6.00440 -1.30028
H -5.11106 -2.32112 1.81173
H 7.34386 -0.53803 2.78994
H 6.68630 -0.26884 0.42129
H 0.33079 -4.80472 -3.65892
H 3.22644 -0.62336 3.96172


Formula: C31H33BrCl2N7O5V
Source: the Open Molecules 2025 dataset
Level of theory: wB97M-V/def2-TZVPD

Computed properties:
Total charge: +1
Total energy in eV: -174125.5734
Spin multiplicity: 4
M in g mol⁻¹: 785.403
Frontier orbital gap (alpha / beta) in eV: 6.20 / 7.63

Cartesian coordinates (Å):
Br 0.17642 -5.58226 -3.65451
V -0.05507 1.49673 -1.09207
Cl -4.24033 1.56829 -1.72520
Cl -6.40897 0.73779 3.13719
O -0.40500 -1.90665 1.17901
O -1.72872 1.36837 -0.31206
O 0.37097 -0.48536 -0.34096
O -0.21077 1.12286 2.15174
O 2.05364 1.39999 -1.03703
N 0.51551 2.97083 0.38455
N 0.41030 -3.65302 2.96553
N 2.87432 -1.13076 -0.10670
N -1.05403 -2.75791 4.46335
N -0.13306 0.43934 -2.87058
N 0.22201 -4.59396 5.07409
N -0.11568 3.03318 -2.49027
C -0.36627 3.71474 1.06591
C 0.02853 1.19496 -3.94510
C 2.76184 2.26383 -0.15562
C -5.00641 0.92925 2.13320
C -0.12394 5.28988 -3.30331
C -2.73230 1.23966 0.49066
C 1.26140 -4.54948 0.87595
C 0.50942 -1.41668 0.47834
C 0.02264 4.83943 -4.62876
C 0.08507 3.49504 -4.86120
C -4.04879 1.30346 -0.02651
C -0.04970 -0.96033 -3.07415
C -5.16175 1.15250 0.76798
C -1.05285 -1.78083 -2.56578
C -2.60587 1.01984 1.88032
C 1.81548 3.15067 0.60570
C 1.00747 -1.52700 -3.77854
C 2.10986 -3.44360 0.24275
C -0.18365 4.36955 -2.29335
C 1.31637 -4.64420 2.40230
C 0.00563 2.59490 -3.78176
C -0.13020 -3.68464 4.15299
C 0.06866 -3.70132 -3.44885
C -1.32256 0.93742 2.58877
C 0.01908 4.67316 1.97673
C 1.94078 -1.96840 0.65990
C 1.37714 4.87245 2.19541
C -0.99649 -3.15074 -2.74957
C 1.06880 -2.90175 -3.97230
C 2.28766 4.10184 1.50045
C -3.74780 0.86546 2.67667
H -6.14823 1.20511 0.32859
H -1.86836 -1.33171 -2.01388
H 0.17020 0.76150 -4.92967
H 3.16601 -3.68968 0.39792
H 0.94808 -5.25900 4.88108
H 0.18586 3.09854 -5.86275
H -1.57581 -2.80936 5.31877
H 3.33714 1.65747 0.54799
H 2.33724 -4.47526 2.76255
H 3.46141 2.86888 -0.73556
H 2.19871 0.46387 -0.71246
H -0.22620 -4.63166 5.97107
H -0.29783 4.69639 -1.27012
H -1.40959 3.51928 0.85502
H 1.60642 -5.49655 0.46031
H -1.41150 -2.17562 3.72138
H 3.35297 4.22488 1.64508
H 0.05694 -2.91694 2.27300
H -3.63129 0.70436 3.74174
H 1.88877 -3.34384 -4.52191
H 0.07676 5.54488 -5.44654
H 1.00822 -5.64526 2.71668
H 1.78909 -0.88989 -4.17598
H -0.19550 6.34244 -3.07162
H 2.17658 -1.84537 1.72184
H 0.21716 -4.44588 0.57354
H 1.71718 5.61950 2.90015
H 3.82764 -1.30656 0.19125
H -1.45312 0.69968 3.66787
H 1.94446 -3.48667 -0.83525
H -1.77609 -3.78812 -2.35505
H -0.72848 5.25089 2.50074
H 2.82636 -1.42684 -1.08105